A 11-piece molecular cluster, C4H29NO12 overall at a distorted geometry, computed with the ωB97M-V functional and the def2-TZVPD basis.

Orbital gap ... 9.83 eV
Total charge ... 0
Structure (SMILES) ... CC[C@@H](N)C(=O)O.O.O.O.O.O.O.O.O.O.O
Energy ... -30676.775 eV

Atoms and positions in Å:
O1 2.18 -1.26 0.92
C1 1.01 -1.08 0.32
O2 0.91 -1.06 -0.90
C2 -0.10 -0.81 1.27
C3 -0.79 -2.15 1.65
C4 -2.22 -1.85 1.98
N1 0.55 -0.10 2.42
H1 0.67 1.27 -3.41
H2 -0.94 -0.23 0.85
H3 -0.77 -2.85 0.59
H4 -0.17 -2.84 2.37
H5 -2.69 -1.29 1.12
H6 -2.22 -1.33 3.00
H7 -2.76 -2.70 2.23
H8 -0.06 0.70 2.91
H9 0.74 -0.74 3.17
H10 -1.01 0.08 -1.40
H11 -0.36 1.56 -1.36
O3 -1.13 1.01 -1.57
H12 3.51 -0.49 -1.71
H13 3.03 -1.36 0.15
O4 3.35 -1.28 -1.37
H14 -1.98 1.72 2.97
H15 -2.61 1.05 1.81
O5 -2.45 0.96 2.78
H16 -2.02 1.85 -0.19
H17 -3.16 2.83 0.11
O6 -2.54 2.32 0.47
H18 3.29 0.62 0.20
H19 2.20 0.74 1.36
O7 2.76 1.23 0.65
H20 0.84 3.30 -0.96
H21 1.54 2.07 -0.20
O8 0.66 2.61 -0.30
H22 0.80 -1.91 -3.91
H23 2.47 -1.58 -1.60
O9 1.49 -1.14 -3.62
H24 -0.71 -2.36 -1.78
H25 0.33 -3.44 -1.57
O10 -0.61 -3.41 -1.94
H26 -0.51 0.74 -4.38
H27 1.12 -0.38 -4.12
O11 0.36 1.09 -4.30
H28 0.16 3.17 1.85
H29 -1.35 3.24 1.40
O12 -0.82 3.50 2.06

Atom charges from the Mulliken analysis, given in e for atoms 1 to 6: -0.64, -0.65, -0.77, 2.59, -0.48, -1.12

A 11-piece molecular cluster, C4H29NO14 overall at a distorted geometry, computed with the ωB97M-V functional and the def2-TZVPD basis.

Orbital gap ... 8.95 eV
Total charge ... 0
Structure (SMILES) ... O/C=N\[C@H](CO)C(O)O.O.O.O.O.O.O.O.O.O.O
Energy ... -34773.059 eV

Atoms and positions in Å:
O1 -1.13 1.84 -1.16
C1 -1.22 0.60 -0.64
N1 -0.51 0.18 0.32
C2 0.46 0.88 1.08
C3 1.82 0.65 0.37
O2 2.69 1.80 0.56
C4 0.53 0.29 2.59
O3 -0.13 -0.93 2.79
H1 -1.95 0.06 -1.23
H2 0.40 -1.67 2.44
H3 0.26 1.92 1.37
H4 1.61 0.54 -0.69
H5 2.41 -0.16 0.79
H6 1.69 3.13 -0.42
H7 0.00 0.94 3.29
H8 -4.02 1.43 1.02
H9 -4.19 1.73 2.51
O4 -3.55 1.45 1.86
H10 -0.72 -2.55 -1.48
H11 -0.85 -1.98 -0.04
O5 -1.25 -2.59 -0.68
H12 0.60 -0.46 -2.80
H13 1.49 -0.55 -4.08
O6 1.40 -0.13 -3.22
H14 -3.28 -2.00 -0.54
H15 -3.93 -0.97 0.32
O7 -4.02 -1.36 -0.56
H16 2.62 -2.29 1.20
H17 1.86 -3.46 1.78
O8 1.79 -2.51 1.63
H18 -0.05 3.00 -2.71
H19 -0.35 2.39 -0.85
O9 -0.19 2.69 -3.61
H20 -1.63 -1.17 2.03
H21 -2.89 -0.32 2.05
O10 -2.54 -1.14 1.66
H22 0.49 3.95 0.08
H23 -0.76 1.94 -3.41
O11 0.81 3.45 -0.68
H24 4.41 -1.50 -0.23
H25 4.23 0.00 0.04
O12 4.28 -0.86 0.48
H26 -1.93 -2.42 -3.37
H27 -0.76 -3.06 -4.04
O13 -0.97 -2.35 -3.42
H28 2.83 1.90 1.51
H29 2.27 -0.57 3.16
O14 1.89 0.28 2.93

Atom charges from the Mulliken analysis, given in e for atoms 1 to 6: -0.64, -0.40, 0.16, 0.39, -0.55, -0.71

A 10-piece molecular cluster, C4H29NO9 overall at a distorted geometry, computed with the ωB97M-V functional and the def2-TZVPD basis.

Orbital gap ... 9.11 eV
Total charge ... 0
Structure (SMILES) ... CNC(C)C.O.O.O.O.O.O.O.O.O
Energy ... -24536.006 eV

Atoms and positions in Å:
C1 0.35 -1.61 -0.72
N1 0.07 -0.78 0.46
C2 1.26 1.21 -0.52
C3 0.83 0.44 0.72
C4 2.05 0.03 1.58
H1 -0.03 -2.63 -0.66
H2 1.43 -1.52 -0.85
H3 -0.16 -1.30 -1.64
H4 -0.93 -0.59 0.42
H5 2.16 0.96 -1.07
H6 1.28 2.31 -0.47
H7 0.59 1.12 -1.38
H8 0.28 1.11 1.38
H9 1.60 -0.66 2.30
H10 2.59 0.85 2.04
H11 2.64 -0.66 0.97
H12 2.36 2.36 -3.51
H13 1.50 1.89 -4.62
O1 1.75 1.64 -3.72
H14 4.76 -0.87 -0.04
H15 3.89 -0.33 -1.22
O2 4.52 -0.08 -0.53
H16 2.53 -1.16 -3.89
H17 2.34 0.12 -3.18
O3 2.79 -0.76 -3.06
H18 -2.50 0.56 -2.21
H19 -1.20 0.51 -1.49
O4 -1.55 0.70 -2.35
H20 -1.13 -3.17 3.04
H21 -0.30 -2.40 1.94
O5 -1.15 -2.44 2.42
H22 -1.55 0.34 3.78
H23 -1.37 -0.71 2.63
O6 -1.57 0.24 2.82
H24 -3.91 -1.13 2.22
H25 -4.16 0.36 2.30
O7 -4.54 -0.45 1.95
H26 -1.89 2.24 2.16
H27 -1.47 3.49 1.45
O8 -1.85 3.20 2.29
H28 -4.32 -0.39 0.07
H29 -4.13 -1.45 -1.03
O9 -3.86 -0.57 -0.77

Atom charges from the Mulliken analysis, given in e for atoms 1 to 6: -0.84, -0.19, -0.46, 0.70, -1.33, 0.24

C4H2AlLiO2 as an isolated structure at a distorted geometry, computed with the ωB97M-V functional and the def2-TZVPD basis.

Orbital gap (alpha / beta) ... 6.21 / 4.14 eV
Multiplicity ... 2
Total charge ... +1
Energy ... -15066.411 eV

Atoms and positions in Å:
O1 -2.18 -0.69 -0.46
C1 -1.34 -1.83 -0.37
C2 -0.84 -2.01 0.87
C3 -0.78 -0.93 1.90
C4 0.04 -0.35 2.67
O2 1.00 0.29 3.05
Al1 -0.51 -2.68 -1.71
H1 -2.49 -0.56 -1.36
H2 -0.19 -2.88 1.02
Li1 -2.19 0.40 1.10

Atom charges from the Mulliken analysis, given in e for atoms 1 to 6: -0.60, 0.46, -0.11, -1.20, 0.84, -0.46